The following is a DFT calculation (ωB97M-V with the def2-TZVPD basis set) of a 13-piece molecular cluster, C46H127N9O16 overall in a non-equilibrium geometry.

Its LUMO energy is 0.2 eV. Its total charge is 0. The HOMO energy comes out at -8.3 eV.

CARTESIAN COORDINATES (ANGSTROEM)
O1 -4.88311 -9.23746 -4.41785
O2 -3.06752 9.67654 1.16998
O3 -3.79514 -0.07489 -4.17437
O4 6.14583 -4.46716 -1.59922
O5 -0.56262 -2.19739 -6.83201
O6 -3.73502 -0.12579 7.86601
O7 -2.80846 -1.65346 0.70590
O8 2.72084 0.49870 -3.13934
O9 -0.75873 4.01644 8.52736
O10 -0.79127 4.32865 -3.08980
O11 -1.20359 -5.27716 -1.25411
O12 2.38802 -1.60746 2.53159
O13 -3.93983 0.01074 2.81649
O14 -0.57934 2.52652 1.05482
O15 2.45394 3.08072 3.33984
O16 4.18997 -3.26651 0.95807
N1 3.34844 -3.96270 3.88075
N2 1.84501 1.03735 1.29473
N3 -2.17478 7.37212 2.60575
N4 -1.47591 -4.36245 -3.96092
N5 7.83488 -1.26588 -2.85159
N6 -0.09912 -0.03888 -0.83387
N7 1.32613 7.11169 -1.36282
N8 -1.52105 1.37062 7.09165
N9 -2.90404 -7.40124 -3.11702
C1 -1.11605 2.96632 2.26597
C2 7.18445 -3.56402 -2.18384
C3 -2.69098 0.66731 -4.63586
C4 -2.58121 -5.72574 -1.22510
C5 -1.02694 1.15080 -0.92335
C6 -1.01257 -4.01199 -0.78654
C7 -2.02431 7.46074 1.14530
C8 0.17471 3.15897 7.75649
C9 5.07455 -5.70652 3.65380
C10 -5.02925 0.88045 2.66233
C11 -1.03559 -3.42770 -6.20039
C12 -4.67943 -7.84057 -4.66954
C13 -1.57079 1.70784 0.37577
C14 2.55806 0.37010 -4.50034
C15 -0.99524 -1.85303 -8.08800
C16 5.57160 -2.02018 -3.22730
C17 -0.38156 5.26399 -2.04500
C18 0.65154 -0.22333 -2.05468
C19 0.68419 -3.62370 -4.39808
C20 6.63805 -5.74931 -1.35097
C21 6.77868 -2.10263 -2.33117
C22 -4.35668 -7.14073 -3.39662
C23 -0.12090 4.79726 9.51659
C24 4.21053 1.16410 0.74179
C25 -3.82043 -1.84848 -0.26047
C26 0.99891 -1.73094 2.87303
C27 3.15872 1.50644 1.80277
C28 -5.78784 -9.91060 -5.28304
C29 3.05672 3.01917 2.09542
C30 -2.47024 0.95398 6.06535
C31 3.18716 -3.23032 -0.07599
C32 1.61094 0.94144 -2.35399
C33 -0.73255 -3.35750 -4.73446
C34 0.94502 6.08669 -2.32028
C35 2.32600 4.39160 3.84663
C36 -4.83159 0.80070 7.98759
C37 4.53898 -4.29854 3.09360
C38 -1.90722 8.93181 0.69936
C39 -3.25454 6.63400 0.79764
C40 -2.58595 -7.17556 -1.69054
C41 -3.25209 -0.28944 6.51201
C42 4.06196 -4.50006 1.68690
C43 -0.64765 2.50763 6.60158
C44 2.15924 5.22091 -2.44228
C45 -1.47508 4.87953 -4.31136
C46 -2.80361 11.02600 1.39814
H1 -1.15097 -4.51733 -3.01724
H2 -0.99187 -2.32270 -4.51078
H3 2.19559 -0.65351 -4.59489
H4 5.18232 1.31353 1.21232
H5 -1.29575 3.25965 6.15153
H6 -5.60529 -10.98520 -5.28000
H7 5.87737 -5.91655 2.94707
H8 -2.30032 11.59276 0.61481
H9 0.01747 -0.51596 -2.89160
H10 0.52183 -0.95307 3.46921
H11 0.85666 6.61100 -3.27180
H12 4.17472 1.84750 -0.10661
H13 0.43661 5.63580 9.09929
H14 -0.29824 4.81677 -1.05446
H15 -0.86649 5.22934 10.18405
H16 -0.67544 2.09697 -1.33483
H17 5.87142 -6.36599 -0.88185
H18 -0.03816 -3.52361 -0.77544
H19 -3.08932 1.81967 5.82996
H20 -3.18754 -7.77886 -1.01067
H21 4.76650 -2.55261 -2.72091
H22 -2.66017 1.55189 -3.99972
H23 -1.78000 0.90028 1.07732
H24 0.06725 2.20140 5.83788
H25 -2.12744 1.71448 7.82250
H26 -1.70346 2.28887 2.88575
H27 -6.82236 -9.72635 -4.99336
H28 -5.64906 -7.41648 -4.93042
H29 0.80200 3.87375 7.22387
H30 -1.53906 -7.41213 -1.50039
H31 -4.63601 1.80911 7.62296
H32 -5.74950 0.58291 1.90021
H33 -5.80084 -9.46932 -6.27963
H34 -2.12326 -1.05142 0.40648
H35 2.86753 -3.23427 3.37260
H36 -2.99206 7.93863 2.78245
H37 -2.11249 11.23699 2.21418
H38 1.97012 1.22375 -1.36434
H39 -1.42310 -2.56804 -8.79070
H40 -3.30189 6.49313 -0.28218
H41 -4.15435 7.18174 1.07772
H42 -4.62025 1.86528 2.43667
H43 3.10799 -2.19823 -0.41751
H44 0.95894 -4.67845 -4.38786
H45 -1.76725 0.08881 -4.62317
H46 1.71201 6.68557 -0.53238
H47 0.61043 4.28865 10.14475
H48 -1.64816 3.91659 2.22205
H49 -3.09628 -5.05650 -1.91423
H50 2.25763 4.39339 -1.73969
H51 -5.63938 1.07316 3.54477
H52 -3.18748 5.59754 1.12831
H53 -4.52213 -1.03346 -0.08313
H54 0.39135 -1.93265 1.99083
H55 -3.50771 -1.74022 -1.29902
H56 -1.71365 0.84950 -1.71439
H57 1.97729 1.13109 -5.02163
H58 -4.57490 0.42388 -4.42891
H59 0.50371 -0.07258 -0.02420
H60 -2.46157 -4.14494 -3.99641
H61 -2.54877 -1.11869 6.58822
H62 1.46450 -2.99994 -4.83415
H63 -3.86654 -0.67251 2.14612
H64 2.50037 -0.78871 2.04309
H65 -3.04330 -5.51911 -0.25976
H66 0.78483 -3.31044 -3.35891
H67 3.31327 -3.91815 -0.91211
H68 -1.80792 8.91947 -0.38604
H69 5.29807 -0.96601 -3.27222
H70 4.33683 -6.48359 3.45369
H71 -5.11266 -7.42306 -2.66389
H72 -1.37722 7.75619 3.09203
H73 -4.49276 -6.08648 -3.63773
H74 0.78317 2.52895 8.40530
H75 -1.21686 5.87501 -1.70291
H76 -0.64346 -4.31020 -6.70589
H77 7.56125 -5.81320 -0.77501
H78 -0.33012 3.29482 2.94605
H79 -1.13111 6.86719 0.95043
H80 1.96201 4.42237 4.87361
H81 1.27699 -1.10103 -1.89175
H82 2.18908 -3.26110 0.36102
H83 2.17588 4.62252 -3.35319
H84 3.31164 4.84320 3.95917
H85 5.36136 -3.58363 3.06694
H86 8.12476 -3.64245 -1.63816
H87 -3.95458 -7.67720 -5.46705
H88 3.28997 0.92322 2.71421
H89 7.53106 -3.94788 -3.14333
H90 -0.12705 -1.27424 -8.40321
H91 0.57161 7.73705 -1.11843
H92 4.83136 -5.06554 1.16120
H93 -1.30724 -3.92249 0.25906
H94 -2.48904 2.26426 0.18785
H95 4.15928 0.13540 0.38508
H96 1.17781 1.49029 1.90282
H97 7.56670 -0.36754 -2.47588
H98 1.67144 5.00547 3.22792
H99 6.90739 -6.12127 -2.33950
H100 -0.92445 4.94500 -5.24977
H101 -5.68950 0.41151 7.43930
H102 -4.26671 -2.83348 -0.12368
H103 -1.90525 0.74035 5.15802
H104 -2.11859 -3.47827 -6.31290
H105 5.76642 -2.31038 -4.25974
H106 -1.61949 -3.34557 -1.39941
H107 -1.76362 -1.11012 -7.87404
H108 3.56644 0.34530 -4.91344
H109 3.12018 -5.04673 1.63874
H110 -0.92627 9.32013 0.97325
H111 8.77779 -1.38933 -2.51131
H112 6.36228 -1.67381 -1.41968
H113 3.07479 5.81240 -2.44176
H114 0.84333 -2.62576 3.47568
H115 2.50883 3.57376 1.33362
H116 -3.97086 -0.71563 5.81213
H117 1.22725 1.86582 -2.78570
H118 4.05477 3.44344 1.98584
H119 1.53877 1.45612 0.42816
H120 -2.22925 -6.79365 -3.55926
H121 -2.30377 4.24861 -4.63280
H122 -2.03799 5.80869 -4.22250
H123 -3.72377 11.56222 1.63022
H124 2.73743 -4.74618 3.69927
H125 -2.79160 0.89995 -5.69598
H126 -5.05986 1.03830 9.02660
H127 5.40389 -5.67512 4.69238

These are the Löwdin partial charges, in e, on atoms 1 to 6: -0.19 -0.17 -0.12 -0.20 -0.21 -0.20